*w*
Entry from the Open Molecules 2025 dataset: a 2-piece molecular cluster, C9H14 overall (ωB97M-V/def2-TZVPD).

For the LUMO energy, the calculation gives 0.997 eV. For the HOMO energy, the calculation gives -8.99 eV. The spin multiplicity is 1. Its SMILES is Cc1ccccc1.CC. The gap between HOMO and LUMO comes out at 9.99 eV.

Bonds (Å) are listed after each position.
Geometry (Å):
1 H -0.603 4.894 -0.909  C9 1.092
2 H -0.144 3.379 -0.069  C9 1.088
3 H -1.584 4.357 0.377  C9 1.087
4 C 0.465 -1.307 0.608  C14 1.403, C16 1.521, C19 1.386
5 H 1.551 -3.987 2.363  C12 1.086
6 C -1.819 3.237 -1.464  C9 1.524, H10 1.098, H15 1.086, H23 1.093
7 H 1.153 -3.455 -1.882  C22 1.088
8 C 1.462 -3.860 0.225  C12 1.386, H18 1.079, C22 1.384
9 C -0.972 3.981 -0.438  H1 1.092, H2 1.088, H3 1.087, C6 1.524
10 H -1.198 2.787 -2.249  C6 1.098
11 H 0.482 -1.719 2.690  C14 1.083
12 C 1.343 -3.350 1.508  H5 1.086, C8 1.386, C14 1.385
13 H 0.223 0.782 0.004  C16 1.093
14 C 0.767 -2.108 1.720  C4 1.403, H11 1.083, C12 1.385
15 H -2.373 2.379 -1.098  C6 1.086
16 C 0.080 0.140 0.877  C4 1.521, H13 1.093, H17 1.088, H20 1.093
17 H 0.561 0.639 1.715  C16 1.088
18 H 1.987 -4.778 0.007  C8 1.079
19 C 0.640 -1.775 -0.685  C4 1.386, H21 1.080, C22 1.398
20 H -0.992 0.097 1.079  C16 1.093
21 H 0.393 -1.175 -1.548  C19 1.080
22 C 1.073 -3.093 -0.859  H7 1.088, C8 1.384, C19 1.398
23 H -2.494 3.934 -1.968  C6 1.093

=====

*x*
Entry from the Open Molecules 2025 dataset: a 2-piece molecular cluster, C9H14 overall (ωB97M-V/def2-TZVPD).

For the LUMO energy, the calculation gives 0.964 eV. For the HOMO energy, the calculation gives -8.97 eV. The spin multiplicity is 1. Its SMILES is Cc1ccccc1.CC. The gap between HOMO and LUMO comes out at 9.94 eV.

Bonds (Å) are listed after each position.
Geometry (Å):
1 H -3.308 -0.747 2.132  C4 1.119
2 H 1.406 3.267 -0.918  C7 1.010
3 H -0.148 -1.780 -2.261  C22 1.134
4 C -2.526 -0.807 1.334  H1 1.119, C10 1.530, H13 1.134, H18 1.079
5 C 1.962 -0.565 0.186  C8 1.416, C11 1.403, H23 1.033
6 C 0.854 1.177 -1.092  C7 1.551, C11 1.395, C15 1.387
7 C 0.585 2.704 -1.085  H2 1.010, C6 1.551, H12 1.108, H16 1.103
8 C 1.330 -1.537 -0.627  C5 1.416, H17 1.060, C22 1.354
9 H -0.549 -0.264 1.864  C10 0.991
10 C -1.171 -1.022 2.012  C4 1.530, H9 0.991, H14 1.139, H20 1.133
11 C 1.694 0.792 -0.047  C5 1.403, C6 1.395, H21 1.067
12 H 0.163 2.779 -0.063  C7 1.108
13 H -2.605 -1.766 0.735  C4 1.134
14 H -0.660 -1.947 1.589  C10 1.139
15 C 0.352 0.244 -1.988  C6 1.387, H19 1.127, C22 1.426
16 H 0.018 3.193 -1.894  C7 1.103
17 H 1.621 -2.556 -0.580  C8 1.060
18 H -2.719 0.081 0.753  C4 1.079
19 H -0.184 0.673 -2.881  C15 1.127
20 H -1.454 -1.414 3.037  C10 1.133
21 H 2.235 1.533 0.498  C11 1.067
22 C 0.447 -1.114 -1.563  H3 1.134, C8 1.354, C15 1.426
23 H 2.658 -0.924 0.859  C5 1.033

=====

*y*
Entry from the Open Molecules 2025 dataset: a 2-piece molecular cluster, C9H14 overall (ωB97M-V/def2-TZVPD).

For the LUMO energy, the calculation gives 1.032 eV. For the HOMO energy, the calculation gives -9.00 eV. The spin multiplicity is 1. Its SMILES is Cc1ccccc1.CC. The gap between HOMO and LUMO comes out at 10.04 eV.

Bonds (Å) are listed after each position.
Geometry (Å):
1 C -2.050 0.265 -2.804  C6 1.395, C17 1.383, H20 1.084
2 H 1.244 0.406 2.810  C4 1.092
3 C 0.201 0.181 -1.231  C5 1.392, C16 1.377, H19 1.086
4 C 1.636 -0.529 3.213  H2 1.092, H8 1.095, C11 1.516, H23 1.083
5 C -0.762 1.153 -0.978  C3 1.392, C9 1.521, C17 1.396
6 C -1.049 -0.655 -3.111  C1 1.395, C16 1.399, H21 1.081
7 H 0.955 -1.209 -2.713  C16 1.082
8 H 1.103 -0.797 4.132  C4 1.095
9 C -0.637 1.831 0.378  C5 1.521, H10 1.084, H12 1.090, H22 1.093
10 H -0.172 2.795 0.548  C9 1.084
11 C 1.491 -1.601 2.151  C4 1.516, H13 1.087, H15 1.112, H18 1.086
12 H -1.627 1.926 0.823  C9 1.090
13 H 2.046 -1.505 1.221  C11 1.087
14 H -2.625 1.930 -1.499  C17 1.079
15 H 1.854 -2.553 2.595  C11 1.112
16 C 0.123 -0.622 -2.347  C3 1.377, C6 1.399, H7 1.082
17 C -1.937 1.132 -1.732  C1 1.383, C5 1.396, H14 1.079
18 H 0.475 -1.940 1.971  C11 1.086
19 H 1.072 -0.059 -0.627  C3 1.086
20 H -2.818 0.397 -3.558  C1 1.084
21 H -1.134 -1.391 -3.898  C6 1.081
22 H -0.024 1.224 1.051  C9 1.093
23 H 2.634 -0.380 3.606  C4 1.083

=====

*z*
Entry from the Open Molecules 2025 dataset: a 2-piece molecular cluster, C9H14 overall (ωB97M-V/def2-TZVPD).

For the LUMO energy, the calculation gives 1.009 eV. For the HOMO energy, the calculation gives -8.96 eV. The spin multiplicity is 1. Its SMILES is Cc1ccccc1.CC. The gap between HOMO and LUMO comes out at 9.97 eV.

Bonds (Å) are listed after each position.
Geometry (Å):
1 H -1.898 3.165 1.396  C18 1.118
2 C 0.720 0.941 1.239  C4 1.386, C12 1.365, H17 1.088
3 H -0.287 0.688 -2.423  C21 1.084
4 C 1.429 0.072 0.425  C2 1.386, C6 1.361, H10 1.174
5 H -0.998 -2.053 -0.380  C8 1.006
6 C 0.976 0.003 -0.857  C4 1.361, H13 1.179, C21 1.452
7 H 0.615 -4.155 -0.072  C11 1.026
8 C -0.972 -2.926 -0.878  H5 1.006, C11 1.648, H19 1.181, H20 1.137
9 H 1.305 -2.466 -0.714  C11 1.201
10 H 2.519 -0.286 0.672  C4 1.174
11 C 0.594 -3.431 -0.799  H7 1.026, C8 1.648, H9 1.201, H15 1.120
12 C -0.332 1.747 0.912  C2 1.365, C18 1.525, C23 1.480
13 H 1.344 -0.820 -1.616  C6 1.179
14 H -1.702 2.048 -0.764  C23 1.056
15 H 0.740 -4.119 -1.671  C11 1.120
16 H -1.765 1.838 2.571  C18 1.064
17 H 0.854 0.811 2.311  C2 1.088
18 C -1.201 2.474 1.932  H1 1.118, C12 1.525, H16 1.064, H22 1.151
19 H -1.618 -3.776 -0.374  C8 1.181
20 H -1.259 -2.945 -1.977  C8 1.137
21 C -0.022 0.909 -1.395  H3 1.084, C6 1.452, C23 1.386
22 H -0.577 3.137 2.636  C18 1.151
23 C -0.737 1.701 -0.511  C12 1.480, H14 1.056, C21 1.386

=====

The most stable arrangement is *w*, and the next structure is 0.539 eV less stable.

=====

*w*
Entry from the Open Molecules 2025 dataset: a 2-piece molecular cluster, C9H14 overall (ωB97M-V/def2-TZVPD).

For the LUMO energy, the calculation gives 1.009 eV. For the HOMO energy, the calculation gives -8.72 eV. The spin multiplicity is 1. Its SMILES is Cc1ccccc1.CC. The gap between HOMO and LUMO comes out at 9.73 eV.

Bonds (Å) are listed after each position.
Geometry (Å):
1 C 1.540 -1.142 -0.529  C5 1.518, C9 1.404, C22 1.457
2 C -1.197 2.723 0.398  H3 1.090, H11 1.107, H12 1.128, C18 1.563
3 H -0.912 3.690 -0.017  C2 1.090
4 H -1.276 0.339 -1.691  C17 1.082
5 C 2.981 -1.426 -0.915  C1 1.518, H10 1.132, H19 1.127, H23 1.146
6 H 2.014 -1.534 1.543  C22 1.115
7 H -2.996 3.702 1.351  C18 1.128
8 C -0.191 -1.233 1.135  H16 1.076, C21 1.349, C22 1.376
9 C 0.529 -0.821 -1.448  C1 1.404, H13 1.097, C17 1.401
10 H 3.576 -0.565 -0.483  C5 1.132
11 H -0.941 1.932 -0.332  C2 1.107
12 H -0.725 2.428 1.380  C2 1.128
13 H 0.713 -0.754 -2.527  C9 1.097
14 H -3.458 2.440 0.197  C18 1.098
15 H -1.918 -0.167 0.909  C21 1.103
16 H -0.550 -1.616 2.074  C8 1.076
17 C -0.695 -0.286 -1.025  H4 1.082, C9 1.401, C21 1.441
18 C -2.672 2.714 0.913  C2 1.563, H7 1.128, H14 1.098, H20 1.124
19 H 3.329 -1.419 -1.987  C5 1.127
20 H -2.637 1.888 1.674  C18 1.124
21 C -1.032 -0.522 0.356  C8 1.349, H15 1.103, C17 1.441
22 C 1.155 -1.322 0.865  C1 1.457, H6 1.115, C8 1.376
23 H 3.276 -2.486 -0.595  C5 1.146

=====

*x*
Entry from the Open Molecules 2025 dataset: a 2-piece molecular cluster, C9H14 overall (ωB97M-V/def2-TZVPD).

For the LUMO energy, the calculation gives 1.057 eV. For the HOMO energy, the calculation gives -9.02 eV. The spin multiplicity is 1. Its SMILES is Cc1ccccc1.CC. The gap between HOMO and LUMO comes out at 10.07 eV.

Bonds (Å) are listed after each position.
Geometry (Å):
1 C -1.721 0.827 -1.162  C4 1.376, C11 1.397, H18 1.089
2 C -0.829 -1.305 -0.357  C4 1.416, H8 1.091, C21 1.401
3 C -1.817 0.359 1.174  C11 1.397, H12 1.097, C21 1.393
4 C -0.958 -0.302 -1.349  C1 1.376, C2 1.416, C6 1.545
5 H 2.810 0.508 -0.025  C22 1.096
6 C -0.239 -0.633 -2.675  C4 1.545, H13 1.090, H19 1.091, H23 1.080
7 H 2.733 -1.009 1.595  C10 1.060
8 H -0.313 -2.255 -0.510  C2 1.091
9 H -1.187 -1.492 1.797  C21 1.080
10 C 2.038 -0.280 1.925  H7 1.060, H14 1.097, H16 1.105, C22 1.551
11 C -2.072 1.245 0.124  C1 1.397, C3 1.397, H20 1.073
12 H -1.886 0.699 2.215  C3 1.097
13 H -0.745 -1.531 -3.032  C6 1.090
14 H 1.047 -0.569 2.297  C10 1.097
15 H 2.348 1.748 1.090  C22 1.092
16 H 2.776 0.206 2.589  C10 1.105
17 H 1.114 0.931 0.267  C22 1.101
18 H -1.710 1.563 -1.965  C1 1.089
19 H -0.319 0.144 -3.437  C6 1.091
20 H -2.764 2.056 0.249  C11 1.073
21 C -1.198 -0.863 0.920  C2 1.401, C3 1.393, H9 1.080
22 C 2.081 0.742 0.759  H5 1.096, C10 1.551, H15 1.092, H17 1.101
23 H 0.813 -0.789 -2.489  C6 1.080

=====

The most stable arrangement is *x*, and the next structure is 0.486 eV less stable.

=====

*w*
Entry from the Open Molecules 2025 dataset: a 2-piece molecular cluster, C9H14 overall (ωB97M-V/def2-TZVPD).

For the LUMO energy, the calculation gives 0.990 eV. For the HOMO energy, the calculation gives -9.09 eV. The spin multiplicity is 1. Its SMILES is Cc1ccccc1.CC. The gap between HOMO and LUMO comes out at 10.08 eV.

Bonds (Å) are listed after each position.
Geometry (Å):
1 H -1.383 2.710 3.168  C13 1.088
2 H -0.414 0.582 -2.660  C5 1.081
3 C 1.095 -0.069 -1.307  C5 1.401, C16 1.371, C19 1.498
4 H -0.662 -3.500 -1.471  C23 1.078
5 C -0.064 -0.255 -2.071  H2 1.081, C3 1.401, C11 1.374
6 C 0.872 -2.341 -0.526  H9 1.090, C16 1.411, C23 1.367
7 H 2.964 1.027 -1.426  C19 1.090
8 H -0.961 -0.013 1.883  C22 1.092
9 H 1.305 -3.104 0.121  C6 1.090
10 H 2.494 -1.069 0.020  C16 1.094
11 C -0.731 -1.456 -2.039  C5 1.374, H21 1.089, C23 1.388
12 H -0.862 1.294 3.960  C13 1.094
13 C -1.584 1.641 3.215  H1 1.088, H12 1.094, H14 1.092, C22 1.531
14 H -2.569 1.407 3.626  C13 1.092
15 H -0.637 1.536 1.251  C22 1.089
16 C 1.549 -1.103 -0.529  C3 1.371, C6 1.411, H10 1.094
17 H 1.699 1.951 -0.694  C19 1.100
18 H 1.636 1.724 -2.377  C19 1.084
19 C 1.888 1.192 -1.467  C3 1.498, H7 1.090, H17 1.100, H18 1.084
20 H -2.340 0.910 1.349  C22 1.087
21 H -1.677 -1.537 -2.572  C11 1.089
22 C -1.375 0.997 1.843  H8 1.092, C13 1.531, H15 1.089, H20 1.087
23 C -0.241 -2.523 -1.298  H4 1.078, C6 1.367, C11 1.388

=====

*x*
Entry from the Open Molecules 2025 dataset: a 2-piece molecular cluster, C9H14 overall (ωB97M-V/def2-TZVPD).

For the LUMO energy, the calculation gives 1.019 eV. For the HOMO energy, the calculation gives -8.89 eV. The spin multiplicity is 1. Its SMILES is Cc1ccccc1.CC. The gap between HOMO and LUMO comes out at 9.91 eV.

Bonds (Å) are listed after each position.
Geometry (Å):
1 H -1.966 -2.885 -1.322  C21 1.143
2 H -0.667 1.691 1.659  C11 1.097
3 C 1.501 -0.816 -0.212  C4 1.389, C6 1.419, H14 1.163
4 C 0.596 0.115 0.281  C3 1.389, C5 1.382, H15 1.001
5 C 1.029 1.371 0.659  C4 1.382, C8 1.427, C11 1.480
6 C 2.851 -0.442 -0.445  C3 1.419, C10 1.421, H18 1.147
7 H 0.224 2.952 2.090  C11 1.049
8 C 2.420 1.687 0.642  C5 1.427, C10 1.345, H19 1.021
9 C -3.019 -0.973 -0.960  H16 1.096, H20 1.061, C21 1.563, H22 1.076
10 C 3.235 0.866 -0.045  C6 1.421, C8 1.345, H13 1.139
11 C 0.091 2.361 1.235  H2 1.097, C5 1.480, H7 1.049, H12 1.084
12 H -0.170 3.176 0.570  C11 1.084
13 H 4.201 1.371 -0.373  C10 1.139
14 H 1.016 -1.830 -0.511  C3 1.163
15 H -0.398 0.011 0.213  C4 1.001
16 H -3.922 -0.889 -0.345  C9 1.096
17 H -3.509 -3.145 -0.261  C21 1.142
18 H 3.688 -1.016 -0.979  C6 1.147
19 H 2.793 2.567 1.001  C8 1.021
20 H -3.136 -0.922 -2.013  C9 1.061
21 C -2.660 -2.433 -0.535  H1 1.143, C9 1.563, H17 1.142, H23 1.172
22 H -2.211 -0.289 -0.769  C9 1.076
23 H -1.986 -2.529 0.420  C21 1.172

=====

*y*
Entry from the Open Molecules 2025 dataset: a 2-piece molecular cluster, C9H14 overall (ωB97M-V/def2-TZVPD).

For the LUMO energy, the calculation gives 0.989 eV. For the HOMO energy, the calculation gives -8.92 eV. The spin multiplicity is 1. Its SMILES is Cc1ccccc1.CC. The gap between HOMO and LUMO comes out at 9.91 eV.

Bonds (Å) are listed after each position.
Geometry (Å):
1 H -0.366 -0.405 4.705  C17 1.098
2 H -0.867 2.642 0.014  C18 1.144
3 C 0.878 1.702 -0.891  H12 1.137, C15 1.404, C18 1.384
4 H -0.775 -1.883 2.976  C5 1.156
5 C -0.710 -0.788 2.611  H4 1.156, H13 1.071, H16 1.101, C17 1.623
6 C -0.700 -0.573 -1.057  H10 1.092, C21 1.395, C22 1.377
7 H 0.059 -2.669 -2.093  C14 1.071
8 H -1.414 0.892 3.934  C17 1.135
9 H 1.754 -2.547 -1.497  C14 1.198
10 H -1.329 -1.445 -0.866  C6 1.092
11 H -2.099 0.427 0.228  C22 1.083
12 H 1.640 2.545 -0.882  C3 1.137
13 H -1.640 -0.681 2.090  C5 1.071
14 C 0.891 -1.994 -2.117  H7 1.071, H9 1.198, H20 1.179, C21 1.494
15 C 1.316 0.545 -1.557  C3 1.404, H19 1.116, C21 1.389
16 H 0.185 -0.716 1.973  C5 1.101
17 C -0.481 0.254 3.834  H1 1.098, C5 1.623, H8 1.135, H23 1.142
18 C -0.421 1.679 -0.413  H2 1.144, C3 1.384, C22 1.404
19 H 2.245 0.496 -2.173  C15 1.116
20 H 1.132 -1.787 -3.253  C14 1.179
21 C 0.613 -0.652 -1.523  C6 1.395, C14 1.494, C15 1.389
22 C -1.195 0.509 -0.363  C6 1.377, H11 1.083, C18 1.404
23 H 0.328 1.049 3.703  C17 1.142

=====

The most stable arrangement is *w*, and the next structure is 1.470 eV less stable.